Here is a molecular structure, C26H25BrCl2F6N3O2SbTl at a distorted geometry from OMol25. Energies are from ωB97M-V/def2-TZVPD.

Values from the calculation:
Energy relative to the best compared isomer or geometry (same formula, charge and spin)   311.33 kJ/mol
⟨S²⟩   0.77
E   -5826.8743 a.u.
Maximum force   3.9 eV Å⁻¹

Geometry as ORCA input:
```
! wB97M-V def2-TZVPD RIJCOSX def2/J DEFGRID3
* xyz -2 2
Tl 1.590 -1.543 0.655
C 1.366 -5.921 2.091
C 1.961 -4.723 1.297
O 2.143 -3.610 1.939
C 2.254 -4.986 -0.081
C 2.739 -4.154 -1.099
C 3.297 -4.899 -2.292
N 2.819 -2.881 -0.875
N 3.432 -2.179 -1.949
C 3.765 -0.973 -1.537
O 3.534 -0.391 -0.381
C 4.571 -0.140 -2.517
C 5.101 1.017 -2.006
C 6.039 1.740 -2.749
C 6.398 1.308 -4.007
C 5.746 0.236 -4.637
C 4.821 -0.514 -3.873
H 1.759 -5.926 3.106
H 1.666 -6.890 1.617
H 0.280 -5.852 2.287
H 2.113 -6.038 -0.297
H 2.910 -5.918 -2.234
H 4.375 -5.010 -2.074
H 3.068 -4.516 -3.314
H 4.720 1.291 -1.018
H 6.542 2.636 -2.409
H 7.169 1.884 -4.536
H 5.978 -0.105 -5.636
H 4.213 -1.360 -4.269
C -3.862 4.727 -0.856
C -3.107 3.877 -1.831
C -3.463 3.771 -3.160
C -2.798 2.932 -4.003
C -1.702 2.154 -3.398
Br -0.797 0.820 -4.476
N -1.279 2.346 -2.182
C -1.973 3.220 -1.433
H -4.456 4.152 -0.053
H -4.675 5.241 -1.322
H -3.169 5.428 -0.374
H -4.309 4.306 -3.576
H -3.017 2.747 -5.100
H -1.581 3.467 -0.432
Cl 0.076 -3.247 4.820
C 1.445 -2.105 4.570
Cl 2.743 -2.432 5.744
H 1.099 -1.087 4.794
H 1.858 -2.295 3.612
F -3.853 4.859 3.326
Sb -3.187 6.680 3.188
F -4.106 7.249 4.755
F -4.724 7.331 2.220
F -2.339 6.206 1.529
F -2.326 8.368 3.214
F -1.744 6.110 4.316
C -5.700 -3.552 1.470
C -4.923 -2.483 1.701
C -5.623 -1.340 2.320
C -4.928 -0.301 2.819
C -3.561 -0.218 2.647
C -2.864 -1.262 2.069
C -3.472 -2.376 1.659
H -6.696 -1.363 2.408
H -5.521 0.458 3.292
H -3.071 0.561 3.187
H -1.827 -1.220 1.970
H -2.938 -3.310 1.362
*
```